Entry from the Open Molecules 2025 dataset: an isolated molecule of C20H27N3O3 (the ωB97M-V functional and the def2-TZVPD basis).

Results
- frontier orbital gap (eV) = 8.3
- electronic energy (hartree) = -1168.317214
- HOMO (eV) = -7.91
- LUMO (eV) = 0.349
- SMILES = CCOC(=O)c1cnc2c(C)cccc2c1NCCCN1CCOCC1

The geometry in XYZ format:
```
53
C20H27N3O3 | the Open Molecules 2025 dataset | the ωB97M-V functional and the def2-TZVPD basis
C 3.30 1.03 -0.49
H -4.03 0.33 -1.47
H -2.89 -2.38 -0.22
C -4.54 -0.65 -1.36
C -0.78 -1.16 1.03
C 3.80 -3.61 -0.15
C -2.09 -0.53 0.55
C 2.44 5.72 -0.49
O -6.67 0.41 -0.92
H -4.67 0.82 0.85
C 1.92 -2.59 0.95
H -7.12 -0.99 0.52
H 6.16 -1.63 -0.98
H -0.95 -1.62 2.01
C -6.00 -0.49 -1.77
N 3.93 -0.05 -0.81
H -6.08 -0.08 -2.78
H -0.12 0.80 1.27
H -6.49 -1.47 -1.73
H 5.88 -3.23 -1.70
C 2.24 -1.34 0.38
O 0.34 2.52 0.98
C 1.51 4.69 0.12
H -4.05 -1.38 -2.01
C 1.47 -0.15 0.57
H -0.47 -1.94 0.32
O 2.10 3.40 -0.07
H 3.75 1.96 -0.81
H -2.39 0.25 1.25
C 2.68 -3.69 0.69
H -3.36 -2.03 1.45
C -6.61 -0.02 0.42
C -3.21 -1.59 0.46
H -1.93 -0.08 -0.43
C 5.44 -2.26 -1.49
C -5.15 -0.17 0.88
H 0.53 4.70 -0.36
H 2.58 5.53 -1.55
H -5.13 -0.54 1.90
H 1.37 4.85 1.19
H 2.02 6.71 -0.35
N -4.50 -1.13 0.01
H 4.38 -4.50 -0.35
C 1.41 2.36 0.41
H -7.13 0.73 1.01
H 3.41 5.68 0.00
C 4.20 -2.40 -0.66
C 3.44 -1.24 -0.37
H 2.43 -4.64 1.14
N 0.24 -0.14 1.12
H 1.10 -2.67 1.64
C 2.07 1.07 0.19
H 5.20 -1.77 -2.43
```

Entry from the Open Molecules 2025 dataset: an isolated molecule of C4H9FN2O (the ωB97M-V functional and the def2-TZVPD basis).

Results
- frontier orbital gap (eV) = 9.9
- electronic energy (hartree) = -442.370619
- HOMO (eV) = -9.06
- LUMO (eV) = 0.860
- SMILES = C=NNC[C@@H](O)CF

The geometry in XYZ format:
```
17
C4H9FN2O | the Open Molecules 2025 dataset | the ωB97M-V functional and the def2-TZVPD basis
H -2.83 -0.95 0.85
H -0.85 -1.53 0.58
N -0.91 0.31 -0.38
H 1.97 0.76 1.61
N -2.23 0.62 -0.41
F 1.63 1.47 -0.24
H 1.47 -1.56 1.07
C -0.35 -0.56 0.64
C -3.08 -0.09 0.24
C 1.13 -0.81 0.36
H 0.70 -0.85 -1.50
C 2.03 0.41 0.58
H -0.36 1.13 -0.51
H -0.54 -0.17 1.67
O 1.31 -1.33 -0.94
H 3.04 0.15 0.34
H -4.10 0.22 0.11
```

Entry from the Open Molecules 2025 dataset: a structure of composition C24H24N5O2ReS2 (the ωB97M-V functional and the def2-TZVPD basis).

Results
- frontier orbital gap (spin up / spin down) (eV) = 7.2 / 7.2
- electronic energy (hartree) = -2227.730192
- HOMO (spin up / spin down) (eV) = -10.52 / -10.63
- total charge = +1
- spin multiplicity = 2
- LUMO (spin up / spin down) (eV) = -3.334 / -3.447
- ⟨S²⟩ = 0.755

The geometry in XYZ format:
```
58
C24H24N5O2ReS2 | the Open Molecules 2025 dataset | the ωB97M-V functional and the def2-TZVPD basis
S -0.19 2.81 -0.60
H -4.24 -3.28 -2.81
H 5.15 -1.87 2.25
Re -0.31 0.56 0.02
H 1.40 0.97 8.54
C -1.96 -1.42 -4.49
H 4.70 1.10 -1.55
H -3.19 5.71 0.90
C 4.11 -1.60 2.18
C 4.56 -0.17 0.17
H -0.63 0.02 -3.58
H -3.06 6.50 -0.67
C -3.13 5.54 -0.18
H -4.04 5.04 -0.52
H 2.27 1.62 -1.54
C 0.76 1.69 8.03
N -1.37 -0.23 -1.06
O -1.56 -1.89 2.95
H 0.02 1.98 3.43
C 1.40 -0.89 1.98
H -1.28 5.14 -1.17
C 4.06 0.66 -0.79
N -2.54 2.95 0.75
O -2.12 0.39 2.18
C 0.29 1.13 6.71
H 1.11 -2.18 3.66
C -3.45 -2.56 -2.98
C -2.98 -2.34 -4.27
H -3.27 -2.02 -0.90
C 3.19 -2.09 3.05
C -0.06 1.39 4.34
N -1.95 4.76 -0.52
H 3.50 -2.77 3.83
C -0.60 0.11 4.29
H -1.60 -1.24 -5.49
C -1.90 -0.94 -2.14
C -1.42 -0.71 -3.43
C -0.70 -0.66 5.44
H -0.09 1.88 8.68
H -2.36 2.02 1.13
H -3.41 3.39 1.02
C 0.39 1.89 5.54
H 0.82 2.88 5.59
N 1.85 0.46 0.09
H 1.30 2.62 7.90
N 0.11 -0.41 1.73
H 5.61 -0.41 0.20
C 2.69 0.96 -0.80
H -0.34 -0.74 7.54
H -1.13 -1.66 5.38
S -1.16 -0.53 2.76
C -0.26 -0.14 6.64
H -3.40 -2.89 -5.10
C 2.34 -0.38 1.06
C -2.91 -1.86 -1.91
C 3.70 -0.72 1.14
C 1.82 -1.75 2.96
C -1.70 3.54 -0.07
```

Entry from the Open Molecules 2025 dataset: the ion C11H7ClN5O3 with charge -1 (the ωB97M-V functional and the def2-TZVPD basis).

Results
- frontier orbital gap (eV) = 7.0
- electronic energy (hartree) = -1382.992380
- HOMO (eV) = -4.27
- total charge = -1
- LUMO (eV) = 2.698

The geometry in XYZ format:
```
27
C11H7ClN5O3 | the Open Molecules 2025 dataset | the ωB97M-V functional and the def2-TZVPD basis
N -1.16 2.95 0.24
H -2.61 -1.54 -1.87
H 3.45 0.66 0.05
N 0.00 3.06 2.11
H 0.00 1.98 -1.99
H 2.54 1.76 2.20
C -2.08 -1.73 -0.94
C -0.88 -2.41 1.49
O 1.52 0.77 -3.33
C 1.99 1.75 1.23
O 3.37 0.12 -2.32
C 1.69 1.03 -1.06
C -0.45 -1.26 0.77
H -3.29 -3.54 -0.58
C -1.90 -3.23 0.99
H -0.40 -2.65 2.42
N 0.00 2.30 0.04
N 2.21 0.63 -2.30
Cl -2.37 -4.61 1.88
C 2.47 1.14 0.08
O -0.64 0.14 -1.21
C -2.51 -2.88 -0.23
H 0.35 -0.67 1.18
C 0.17 1.34 -1.07
C -1.04 -0.91 -0.44
C 0.74 2.39 1.17
N -1.16 3.39 1.47
```

Entry from the Open Molecules 2025 dataset: an isolated molecule of C2H5FIN (the ωB97M-V functional and the def2-TZVPD basis).

Results
- frontier orbital gap (spin up / spin down) (eV) = 7.8 / 7.8
- electronic energy (hartree) = -531.375128
- HOMO (spin up / spin down) (eV) = -9.44 / -9.40
- LUMO (spin up / spin down) (eV) = -1.596 / -1.570

The geometry in XYZ format:
```
10
C2H5FIN | the Open Molecules 2025 dataset | the ωB97M-V functional and the def2-TZVPD basis
H 0.47 -1.09 0.85
H 0.85 -0.24 -1.48
C 0.87 -0.10 0.68
C 0.43 0.40 -0.69
I -2.29 0.39 0.34
H 0.82 1.41 -0.87
H 0.50 0.57 1.45
H 1.95 -0.13 0.73
F -2.63 -1.66 -0.06
N -0.97 0.44 -0.98
```

Entry from the Open Molecules 2025 dataset: a cluster of 2 separate species, C7H10N2O2 in total (the ωB97M-V functional and the def2-TZVPD basis).

Results
- frontier orbital gap (eV) = 9.7
- electronic energy (hartree) = -532.638963
- HOMO (eV) = -9.35
- LUMO (eV) = 0.380
- SMILES = CC(C)/N=C/C=C=O.N=C=O

The geometry in XYZ format:
```
21
C7H10N2O2 | the Open Molecules 2025 dataset | the ωB97M-V functional and the def2-TZVPD basis
C -0.55 -3.76 0.73
H 0.98 0.85 1.46
H 0.38 1.85 -1.57
H 0.11 0.13 -2.04
O -3.72 -0.24 2.45
H -0.63 -1.41 -1.72
H -0.75 0.86 2.15
C -2.83 -0.91 2.21
H -1.55 0.82 -0.30
H -0.23 2.13 1.02
H 1.52 0.58 -0.73
C 0.44 0.79 -1.14
N -0.43 -0.98 0.22
C -0.39 -3.18 -0.41
H -1.08 -1.70 1.51
N -2.01 -1.77 2.09
H -0.32 -3.95 -1.24
C -0.53 0.42 -0.02
C -0.53 -1.76 -0.74
C -0.11 1.15 1.29
O -0.68 -4.41 1.67
```

Entry from the Open Molecules 2025 dataset: the ion C4H9NOS with charge -2 (the ωB97M-V functional and the def2-TZVPD basis).

Results
- frontier orbital gap (eV) = 5.7
- electronic energy (hartree) = -685.895854
- HOMO (eV) = 0.24
- total charge = -2
- LUMO (eV) = 5.947
- SMILES = [O-]CNCCC[S-]

The geometry in XYZ format:
```
16
C4H9NOS | the Open Molecules 2025 dataset | the ωB97M-V functional and the def2-TZVPD basis
C 0.61 0.01 0.19
H 0.36 -0.55 1.09
C -0.51 -0.23 -0.83
H -0.68 -1.33 -0.76
N -1.67 0.48 -0.39
C 1.93 -0.69 -0.24
H 2.13 -0.34 -1.26
H -1.65 0.79 0.57
H -0.21 -0.01 -1.86
C -3.10 0.54 -0.82
H 0.75 1.09 0.27
O -3.98 0.49 0.15
S 3.37 -0.37 0.84
H -3.16 -0.34 -1.56
H 1.72 -1.74 -0.16
H -3.21 1.39 -1.55
```

Entry from the Open Molecules 2025 dataset: a cluster of 9 separate species, C58H118F18N9O15S6 in total (the ωB97M-V functional and the def2-TZVPD basis).

Results
- frontier orbital gap (eV) = 4.9
- electronic energy (hartree) = -8087.498282
- HOMO (eV) = -14.03
- total charge = +3
- LUMO (eV) = -9.102

The geometry in XYZ format:
```
224
C58H118F18N9O15S6 | the Open Molecules 2025 dataset | the ωB97M-V functional and the def2-TZVPD basis
H 2.44 2.43 0.45
H 6.18 -0.13 -6.78
C 5.81 4.00 5.03
H 7.51 -1.97 -7.55
S 5.03 0.08 2.09
H -8.83 -4.85 -0.56
F -2.81 3.71 3.49
C -0.55 2.99 4.92
H 7.36 -0.37 -1.81
H 2.10 -5.00 0.03
H 7.98 -3.08 -3.28
C -8.00 -4.64 -1.23
C 8.38 -2.25 -3.86
N -3.60 4.04 -3.19
C -6.05 -1.32 -1.46
C 3.73 -2.07 4.65
C 6.48 -0.03 -2.37
C -0.46 -3.26 4.09
H -12.46 -2.51 -0.33
C -0.63 1.06 -0.21
H 0.92 2.86 1.30
H 3.75 1.40 -1.21
H 6.07 3.07 5.54
H 2.44 -4.56 1.63
C -11.62 -1.97 -0.76
H -0.89 -6.52 1.57
C 5.71 5.10 6.17
C 4.62 4.74 7.21
C 2.41 -8.63 0.44
O -1.10 -4.48 -1.60
C -3.78 -6.27 -0.58
C -3.21 3.23 2.35
H -7.50 -0.83 0.92
H 8.50 -0.59 -6.01
H -6.36 -1.61 2.03
C -2.21 -0.60 0.97
H -0.06 -0.29 1.50
F -3.54 -5.05 0.06
C 2.39 -5.44 0.98
H -1.12 0.95 -1.17
H -5.97 -3.51 -1.88
N 4.07 0.58 3.15
O -2.58 3.02 -3.25
H 1.81 4.02 4.19
C -3.17 5.53 -3.38
H -5.64 4.28 -1.22
H 5.52 -2.27 -5.67
C -5.60 -1.23 0.03
H -1.20 1.74 0.41
H -6.11 1.86 -2.15
H -0.45 4.04 4.64
H -0.21 -5.50 0.27
H -0.53 -2.33 3.51
H 2.59 3.80 -1.32
H -5.22 -1.17 -2.15
C 0.66 -7.75 3.41
C -7.29 -2.99 0.62
H 0.31 -8.14 0.52
H -2.94 -0.34 0.20
O -0.15 -4.42 3.46
H 2.75 -7.30 2.73
O 4.49 0.25 0.74
C -5.79 4.53 -2.27
H -4.59 1.38 -2.78
C 6.68 2.25 -1.87
C -5.48 5.95 -2.48
H 5.85 -2.00 -2.83
H -1.33 2.70 5.62
N -0.98 4.72 1.21
H -0.28 -1.04 -0.03
H -5.95 6.46 -1.64
O 1.72 -0.25 4.07
F -0.91 -1.78 -2.96
H -6.67 -3.88 0.71
H 2.47 4.42 7.12
C 6.65 0.48 -6.01
C -6.77 -1.63 1.02
H -10.41 -3.10 0.47
H -1.45 6.78 -3.00
C -1.69 5.72 -3.02
H 5.24 -0.83 -4.01
F -3.07 -7.15 0.05
H 8.28 0.32 -4.57
C 0.78 2.61 5.56
H -0.30 -7.25 3.53
H 0.13 2.40 -2.40
H 4.49 2.90 3.73
H -11.40 -0.97 -0.38
F 5.93 2.58 1.74
H -8.20 -3.14 1.20
F 1.84 5.37 1.46
N 1.30 -6.44 1.36
H 4.02 4.63 3.94
H -5.30 -0.21 0.28
H 2.50 -9.23 -0.46
H 1.21 -7.18 -0.64
O 5.61 -1.19 2.46
H 4.81 3.87 7.84
H 5.89 0.80 -5.30
O -1.04 6.61 2.75
N 7.20 -1.51 -4.45
C -2.15 -2.36 -3.01
H 0.06 -3.67 1.56
H 0.39 -8.61 2.81
H -2.97 7.04 -5.15
H 2.18 2.32 3.94
C 6.10 -1.11 -3.40
O -1.22 -4.61 -4.15
C 1.47 2.07 0.79
H 2.28 -9.44 1.16
H -4.60 2.10 -1.26
F 2.80 -2.52 5.51
O 2.60 -1.48 2.18
F 1.35 6.48 -0.36
C 3.70 1.94 6.24
H 6.51 4.32 4.26
H 1.09 0.02 -1.93
N 3.32 3.24 5.44
H -4.34 5.80 -5.13
H 1.75 -5.92 3.34
S -3.03 -6.37 -2.39
S 2.95 -0.75 3.39
F 6.93 1.50 3.45
C 2.92 1.07 -1.84
F 1.64 7.57 1.52
H 3.37 -8.15 0.64
H 8.39 -3.18 -6.56
H -3.64 6.11 -1.28
C 6.56 -2.55 -5.49
C 6.43 1.38 2.18
C 1.19 6.40 0.94
H 6.97 -3.54 -7.42
H -2.53 -0.19 1.93
H 5.63 6.12 5.80
H 0.78 1.52 5.65
H -5.92 6.34 -3.39
H 0.79 2.96 6.59
H -8.34 -4.73 -2.26
H 6.72 5.19 6.60
H -11.98 -1.91 -1.79
H -4.71 -1.80 0.34
F -2.75 -1.89 -4.12
H 4.60 5.59 7.88
H 0.01 3.66 -1.08
F 4.64 -1.41 5.42
H 3.89 1.26 5.40
H -8.83 -1.33 -0.89
H -10.75 -3.73 -1.09
H -3.84 7.31 -2.46
C 2.65 2.18 -2.83
H -1.41 -3.20 4.62
C 3.29 4.51 6.40
O -3.98 -7.19 -3.17
H -7.12 -5.22 -0.94
O -1.67 -6.94 -2.33
H 1.57 1.27 1.52
H 1.76 4.22 -2.67
H 6.56 -3.50 -4.96
H 2.21 1.79 -3.75
H -2.38 -1.67 1.03
O -3.55 5.65 1.21
S -1.85 -4.28 -2.91
C 1.75 -6.86 2.78
C -3.31 6.04 -4.88
H -2.69 5.36 -5.47
F -4.53 3.24 2.38
H 6.67 3.24 -2.32
C 1.25 -7.61 0.36
H -6.76 -0.50 -1.56
C 0.60 2.86 -1.53
H 0.95 -8.11 4.39
N -3.25 -4.78 -2.83
C -3.98 6.24 -2.31
C 4.43 3.74 4.42
C -4.94 3.51 -3.06
H -7.09 -2.70 -2.88
H 5.59 -0.12 -1.75
F -5.06 -6.49 -0.52
O 6.80 1.26 -2.95
H 9.10 -2.54 -4.63
F 4.40 -3.05 4.05
H 2.91 1.59 6.90
F 7.36 1.07 1.38
F -2.85 -1.99 -1.95
C 7.74 -0.32 -5.27
C 1.67 0.51 -1.15
C -0.15 -5.76 1.32
C -5.08 2.19 -2.23
H 7.61 2.12 -1.32
H -0.69 2.61 3.91
O -1.36 7.05 0.30
C 1.94 3.33 -2.06
C 7.41 -2.76 -6.81
H 2.99 5.41 5.87
H -5.61 4.14 -5.02
N -7.83 -3.13 -0.86
C -0.48 -4.48 2.05
H 3.34 -5.94 0.81
C -0.73 -0.30 0.64
H -6.84 4.27 -2.43
F -2.78 2.03 2.10
C -10.39 -2.83 -0.59
C -5.54 3.20 -4.48
H -0.89 5.40 -3.68
H 7.18 1.35 -6.40
C -6.72 -2.72 -1.85
S -0.77 6.22 1.33
S -2.64 4.50 0.96
H -4.95 2.52 -5.10
H -1.52 -4.25 1.82
H -6.59 2.94 -4.57
H 5.90 2.16 -1.12
H -9.19 -2.34 -2.35
C 1.95 3.06 4.70
H -1.43 5.49 -1.98
H 8.87 -1.49 -3.25
H 1.99 -0.15 -0.35
H 3.59 2.49 -3.30
H 0.23 -3.10 4.93
H 3.30 0.22 -2.40
O -2.92 3.79 -0.30
N 0.78 1.62 -0.49
C -9.07 -2.32 -1.27
H 4.66 2.03 6.75
```

Entry from the Open Molecules 2025 dataset: a structure of composition C22H19F3N6O5RuSSe (the ωB97M-V functional and the def2-TZVPD basis).

Results
- frontier orbital gap (spin up / spin down) (eV) = 5.3 / 5.3
- electronic energy (hartree) = -4748.492306
- HOMO (spin up / spin down) (eV) = -3.02 / -3.02
- total charge = -1
- spin multiplicity = 2
- LUMO (spin up / spin down) (eV) = 2.297 / 2.240
- ⟨S²⟩ = 0.763

The geometry in XYZ format:
```
58
C22H19F3N6O5RuSSe | the Open Molecules 2025 dataset | the ωB97M-V functional and the def2-TZVPD basis
H 3.25 -1.10 -1.40
C -3.06 1.70 3.54
C 2.85 -0.37 4.80
H 1.43 -1.59 -3.45
H -4.39 3.28 -3.40
C -3.00 2.74 -4.95
C -1.51 -0.26 2.31
N -1.15 1.06 2.28
H -1.47 2.09 -6.32
S -0.53 -1.39 1.48
C 2.56 -1.82 -0.95
O -0.03 1.46 1.71
H 3.64 -1.99 5.98
C 2.70 -0.76 2.48
Ru 0.70 0.17 0.12
O 2.41 3.87 -1.14
F -1.61 -2.86 -1.49
C -2.69 -0.60 3.00
H -3.64 2.49 3.99
F -2.47 -3.73 0.31
O -1.12 0.12 -1.02
C -3.46 0.36 3.61
Se 1.31 2.67 -1.37
C 3.57 -2.52 3.92
O 0.90 2.61 -3.00
H -1.51 3.00 2.74
N -0.95 0.38 -2.32
H 2.06 1.08 3.39
O 2.15 1.13 -1.19
H 3.48 -3.56 1.16
N 1.22 -1.35 -1.34
N 2.43 -0.57 1.13
F -3.27 -1.88 -0.47
C -3.52 2.68 -3.65
C -2.14 -2.56 -0.27
H 2.70 0.26 5.67
H 3.97 -3.51 4.06
C -1.91 2.01 2.87
H 0.49 -2.04 -1.22
C -1.80 1.19 -3.06
C 2.50 0.10 3.55
C -1.28 1.24 -4.34
C 2.75 -1.68 0.53
H -2.97 -1.64 3.02
C 1.24 -0.81 -2.71
N -0.18 0.42 -4.35
C 3.21 -2.04 2.66
H -3.49 3.37 -5.68
H -4.36 0.08 4.14
H 2.02 -0.04 -2.70
N 3.24 -2.61 1.40
C 0.02 -0.05 -3.09
C -2.92 1.91 -2.67
H 0.56 0.44 -5.03
C -1.88 2.02 -5.32
H -3.27 1.86 -1.65
H 2.81 -2.83 -1.31
C 3.38 -1.66 4.98
```

Entry from the Open Molecules 2025 dataset: an isolated molecule of C4H8O2 (the ωB97M-V functional and the def2-TZVPD basis).

Results
- frontier orbital gap (eV) = 9.5
- electronic energy (hartree) = -307.575443
- HOMO (eV) = -8.66
- LUMO (eV) = 0.806

The geometry in XYZ format:
```
14
C4H8O2 | the Open Molecules 2025 dataset | the ωB97M-V functional and the def2-TZVPD basis
H 1.47 -0.57 -1.89
H -2.26 -0.69 1.34
H -3.03 0.90 1.02
C 1.83 -0.75 -0.87
C -2.45 0.08 0.60
C -0.31 -0.35 0.16
O 1.33 1.51 -0.16
C 1.08 0.15 0.09
H 0.51 1.99 0.01
H 1.38 -0.12 1.13
H -2.91 -0.37 -0.28
H 2.90 -0.57 -0.83
O -1.17 0.64 0.22
H 1.62 -1.80 -0.61
```